No. 1
ORCA calculation (ωB97M-V/def2-TZVPD) on a molecular structure, C4H9NO2.

Last column: Mulliken charge in e.
CARTESIAN COORDINATES (ANGSTROEM)
1 C -1.891478 0.460984 1.088813  -0.81
2 C -1.757172 -0.606702 0.123228  -0.02
3 N -0.732154 -0.585961 -0.803902  -0.61
4 C 0.517253 -0.390159 -0.283960  0.86
5 O 0.829737 -0.349351 0.904972  -0.66
6 O 1.427336 -0.253168 -1.267127  -0.35
7 C 2.752354 -0.006450 -0.816273  -0.61
8 H -0.988218 0.815268 1.575827  0.35
9 H -1.540705 1.656194 -0.298167  0.05
10 H -2.845012 0.628042 1.590210  0.32
11 H -1.503642 -1.255804 1.034786  0.24
12 H -2.703737 -0.966796 -0.287214  0.40
13 H -1.154135 1.220438 -0.860986  0.08
14 H 3.364942 0.050400 -1.717371  0.22
15 H 2.806507 0.934788 -0.260479  0.28
16 H 3.100921 -0.813823 -0.167137  0.27

Atomic forces in eV per Å
C 0.1 -0.2 0.0
C -0.2 0.2 -0.1
N 0.1 0.0 0.2
C -0.2 0.0 0.1
O -0.1 0.0 -0.3
O -0.1 0.0 0.1
C 0.3 0.0 0.0
H -0.1 0.0 -0.1
H 0.0 0.0 0.0
H 0.1 0.0 -0.1
H 0.0 0.0 0.1
H 0.1 0.1 0.1
H 0.0 0.0 0.1
H -0.1 0.0 0.1
H 0.0 -0.1 -0.1
H 0.0 0.1 -0.1

Computed properties:
Gap between HOMO and LUMO (spin up / spin down) in Ha: 0.295 / 0.295
E_LUMO (spin up / spin down) in Ha: -0.037 / -0.037

***

No. 2
ORCA calculation (ωB97M-V/def2-TZVPD) on a molecular structure, C4H9NO2.

Last column: Mulliken charge in e.
CARTESIAN COORDINATES (ANGSTROEM)
1 C 1.756183 -1.357408 0.437393  -0.70
2 C 1.813690 -0.151060 -0.345781  -0.15
3 N 0.690811 0.484146 -0.832559  -0.57
4 C -0.353274 0.648637 0.030212  0.86
5 O -0.367925 0.420883 1.234539  -0.65
6 O -1.432183 1.127067 -0.617236  -0.34
7 C -2.598833 1.312507 0.164628  -0.61
8 H 0.949196 -1.506659 1.148173  0.33
9 H 0.539582 -1.985270 -0.985454  0.05
10 H 2.638373 -1.992403 0.548163  0.31
11 H 2.221093 0.406177 0.565713  0.28
12 H 2.634866 -0.159296 -1.068782  0.38
13 H 0.233349 -1.342585 -1.337721  0.05
14 H -3.370234 1.668879 -0.521663  0.22
15 H -2.919459 0.375314 0.627393  0.28
16 H -2.435234 2.051070 0.952981  0.27

Atomic forces in eV per Å
C 0.0 0.1 0.2
C 0.1 -0.2 -0.2
N -0.1 0.2 0.0
C 0.2 -0.2 0.0
O 0.1 0.0 0.0
O 0.1 0.0 -0.3
C -0.3 0.0 0.2
H 0.0 0.1 -0.1
H -0.1 0.0 -0.1
H -0.1 0.3 -0.1
H 0.0 -0.2 0.2
H -0.1 0.1 0.1
H 0.1 -0.1 0.2
H 0.2 -0.1 0.1
H 0.1 0.1 0.0
H 0.0 -0.1 -0.1

Computed properties:
Gap between HOMO and LUMO (spin up / spin down) in Ha: 0.281 / 0.282
E_LUMO (spin up / spin down) in Ha: -0.048 / -0.048

***

No. 3
ORCA calculation (ωB97M-V/def2-TZVPD) on C4H9NO2 in the gas phase.

Last column: Mulliken charge in e.
CARTESIAN COORDINATES (ANGSTROEM)
1 C -2.138758 0.095568 -0.355918  -1.38
2 C -0.755631 -0.236352 -0.872045  0.35
3 O 0.147615 0.895960 -0.810674  -0.53
4 C 0.185211 -1.059605 0.013244  -0.82
5 C 1.189543 0.078945 -0.210486  0.92
6 O 2.173978 -0.158020 -1.172849  -0.56
7 N 1.846821 0.585352 0.933894  -0.61
8 H -2.067931 0.570597 0.627690  0.31
9 H -2.746813 -0.811228 -0.258825  0.35
10 H -2.659984 0.781050 -1.032207  0.32
11 H -0.813546 -0.617199 -1.901827  0.29
12 H 1.793563 0.165110 -2.000045  0.35
13 H -0.157382 -1.118653 1.051518  0.27
14 H 0.515954 -2.038044 -0.338855  0.25
15 H 2.491956 1.323405 0.674246  0.25
16 H 1.190281 0.922390 1.627148  0.24

Atomic forces in eV per Å
C 0.0 0.0 0.0
C -0.3 -0.2 -0.1
O 0.1 0.1 0.0
C 0.0 -0.1 0.0
C 0.0 -0.1 0.2
O -0.1 0.0 -0.2
N -0.1 0.2 0.0
H 0.0 -0.1 -0.1
H 0.1 0.1 -0.1
H 0.1 -0.1 0.1
H 0.0 0.1 0.1
H 0.1 -0.1 0.0
H 0.1 0.0 -0.2
H -0.1 0.1 0.0
H 0.0 -0.1 0.0
H 0.0 0.0 -0.1

Computed properties:
Gap between HOMO and LUMO in Ha: 0.394
E_LUMO in Ha: 0.035
SMILES string: C[C@@H]1C[C@@](N)(O)O1

***

No. 4
ORCA calculation (ωB97M-V/def2-TZVPD) on 2 unconnected molecules or ions with the total composition C4H9NO2 at a distorted geometry.

Last column: Mulliken charge in e.
CARTESIAN COORDINATES (ANGSTROEM)
1 C 0.059773 -0.076893 0.167701  0.59
2 C -0.199249 -1.516097 -0.255807  -1.23
3 C -0.118905 0.077045 1.687428  -1.57
4 O 1.389049 0.295872 -0.178276  -0.61
5 H 2.024547 -0.299333 0.238889  0.34
6 H -0.936499 0.776411 -0.060120  0.43
7 H 0.473239 -2.200777 0.273638  0.36
8 H 0.001020 -1.668322 -1.315197  0.31
9 H -1.198087 -1.860789 0.010718  0.34
10 H -1.111839 -0.216787 2.028728  0.39
11 H 0.131227 1.087863 2.006996  0.36
12 H 0.574946 -0.591938 2.208062  0.41
13 N 0.225859 1.617826 -2.294849  -0.53
14 C -0.706621 1.532728 -1.527007  0.61
15 O -1.704173 1.895758 -0.903999  -0.54
16 H 1.095711 1.147431 -2.086908  0.34

Atomic forces in eV per Å
C -2.5 0.7 2.0
C 0.0 0.0 0.0
C 0.7 -0.7 0.2
O -0.2 0.7 -0.6
H -0.3 -0.1 0.1
H 3.8 -3.3 0.4
H 0.2 0.2 0.1
H -0.2 0.1 -0.1
H -0.1 0.2 -0.2
H -0.1 0.2 -0.1
H -0.2 0.1 -0.1
H 0.1 -0.1 0.1
N -0.6 -0.9 0.4
C -2.7 3.8 0.4
O 1.9 -0.8 -2.6
H 0.2 -0.1 0.0

Computed properties:
Gap between HOMO and LUMO in Ha: 0.392
E_LUMO in Ha: 0.028
SMILES string: CC(C)O.N=C=O

***

No. 5
ORCA calculation (ωB97M-V/def2-TZVPD) on 2 unconnected molecules or ions with the total composition C4H9NO2.

Last column: Mulliken charge in e.
CARTESIAN COORDINATES (ANGSTROEM)
1 C -2.469012 0.937134 1.116898  -1.05
2 C -1.337944 0.283469 0.384009  0.22
3 N -0.696631 0.716559 -0.624177  -0.53
4 C 0.931640 -1.712295 -0.592855  0.20
5 O 0.979156 -1.673101 0.613390  -0.54
6 O 1.746971 -1.072995 -1.422912  -0.27
7 C 2.594914 -0.111777 -0.791462  -0.57
8 H -2.793006 1.868061 0.641292  0.32
9 H -3.320093 0.250432 1.185323  0.28
10 H -2.148846 1.150906 2.143528  0.26
11 H -1.009841 -0.677120 0.788387  0.33
12 H 0.203867 -2.303794 -1.166007  0.40
13 H -1.063455 1.623845 -0.927622  0.21
14 H 3.261437 0.255084 -1.571417  0.23
15 H 1.972764 0.697110 -0.398554  0.25
16 H 3.161005 -0.571366 0.021738  0.27

Atomic forces in eV per Å
C -0.1 0.1 0.0
C 0.1 0.0 -0.1
N -0.3 0.0 0.3
C 0.0 -0.1 0.3
O 0.0 -0.1 -0.5
O -0.1 -0.1 0.0
C 0.2 0.2 0.1
H 0.1 -0.1 0.1
H 0.1 0.1 0.0
H -0.1 0.0 -0.1
H -0.1 0.1 0.0
H 0.1 0.0 0.0
H 0.0 -0.1 0.0
H -0.1 0.0 0.1
H 0.1 -0.1 0.0
H 0.0 0.1 -0.1

Computed properties:
Gap between HOMO and LUMO in Ha: 0.407
E_LUMO in Ha: 0.038
SMILES string: [H]/N=C\C.COC=O

***

No. 6
ORCA calculation (ωB97M-V/def2-TZVPD) on C4H9NO2 in the gas phase.

Last column: Mulliken charge in e.
CARTESIAN COORDINATES (ANGSTROEM)
1 N 1.181053 0.234937 1.667846  -0.68
2 C 0.899185 0.108682 0.270779  0.79
3 O 2.140072 0.091534 -0.380560  -0.56
4 C 0.024001 -1.126388 -0.027099  -0.85
5 C -1.374316 -0.542864 -0.215490  -0.41
6 C -1.029824 0.778011 -0.895737  -0.43
7 O 0.153956 1.226404 -0.246325  -0.48
8 H 1.709733 1.089729 1.815490  0.26
9 H 0.313721 0.306628 2.191921  0.26
10 H 0.384480 -1.574905 -0.958941  0.24
11 H 0.109171 -1.871872 0.767636  0.36
12 H -2.042215 -1.172948 -0.811083  0.34
13 H -1.852696 -0.352194 0.753498  0.24
14 H -0.843292 0.619907 -1.970905  0.27
15 H -1.790082 1.556854 -0.786543  0.28
16 H 2.017051 0.628490 -1.174492  0.36

Atomic forces in eV per Å
N -0.1 0.2 0.0
C -0.2 -0.2 0.1
O 0.0 0.1 -0.2
C 0.0 -0.1 0.0
C 0.0 0.0 0.0
C -0.2 0.0 -0.1
O 0.1 0.0 0.0
H 0.0 -0.1 0.0
H 0.1 0.0 -0.1
H -0.1 0.1 0.1
H 0.0 0.2 -0.1
H 0.1 0.1 0.1
H 0.1 0.0 -0.1
H 0.0 0.0 0.2
H 0.1 -0.1 0.0
H 0.1 -0.1 0.1

Computed properties:
Gap between HOMO and LUMO in Ha: 0.388
E_LUMO in Ha: 0.034
SMILES string: N[C@@]1(O)CCCO1

***

No. 7
ORCA calculation (ωB97M-V/def2-TZVPD) on C4H9NO2 in the gas phase at a distorted geometry.

Last column: Mulliken charge in e.
CARTESIAN COORDINATES (ANGSTROEM)
1 C -1.012922 0.384746 -0.714110  -0.70
2 O -1.505388 1.692150 -0.921318  -0.54
3 C 0.274413 0.428980 0.127760  0.14
4 C 0.878756 -0.942332 0.415038  -0.65
5 C -0.107496 -1.955531 0.931920  -0.06
6 O -1.007305 -1.698805 1.682826  -0.47
7 N 1.303413 1.363229 -0.308580  -0.64
8 H -1.743341 -0.201874 -0.174736  0.33
9 H -0.779272 -0.017475 -1.700639  0.32
10 H -1.778074 2.088416 -0.074332  0.34
11 H -0.083657 0.808572 1.090720  0.33
12 H 1.333763 -1.299843 -0.501542  0.38
13 H 1.629661 -0.925198 1.212715  0.31
14 H 0.071835 -3.008841 0.647148  0.36
15 H 1.692371 1.046311 -1.192798  0.27
16 H 0.833246 2.237498 -0.520074  0.30

Atomic forces in eV per Å
C 0.9 0.2 0.2
O -0.2 0.6 0.1
C -0.3 0.3 1.3
C -0.6 0.0 -0.3
C 0.2 -0.3 0.0
O -0.3 0.2 0.1
N -0.2 -0.2 -0.4
H -0.2 -0.4 -0.2
H -0.3 -0.1 -0.1
H 0.1 -0.4 -0.4
H 0.1 0.1 0.2
H 0.3 -0.4 -0.1
H 0.2 0.4 -0.3
H 0.1 -0.1 -0.1
H 0.1 0.0 0.0
H 0.1 0.1 0.0

Computed properties:
Gap between HOMO and LUMO in Ha: 0.386
E_LUMO in Ha: 0.034
SMILES string: N[C@@H](CO)CC=O

***

How do the records compare in ΔE to the lowest compared entry with this formula, charge and spin? In the order shown, they have 526.3 530.1 133.8 322.2 170.3 90.8 168.8 kJ/mol.